Formula: C4H3FO6Zn
Source: the Open Molecules 2025 dataset
Level of theory: ωB97M-V/def2-TZVPD

The geometry in XYZ format:
```
15
Properties=species:S:1:pos:R:3:forces:R:3
H -1.5243 -0.8598 -0.2043 -0.1 2.8 -0.7
O 0.9489 1.6279 -0.8124 0.2 0.4 0.1
O -1.0921 -3.7007 0.4726 -0.4 3.2 -0.6
C -1.2462 0.5686 -0.1425 -0.3 -1.5 0.2
F -2.2784 1.4303 -0.4405 0.2 -1.4 0.2
C 1.9028 1.1827 -0.0633 -0.6 0.8 0.0
C -0.7086 -2.6416 0.7911 1.5 -3.8 1.8
C -0.1658 0.8012 -1.2021 0.1 -1.6 -1.0
O 2.9944 1.8651 -0.1442 0.2 0.1 -0.2
O 0.0678 -2.0525 1.5228 -1.4 -0.5 -1.2
H 0.2274 -0.1939 -1.4597 0.1 0.4 -0.1
H -0.5697 1.2670 -2.1045 0.1 0.0 0.3
O -0.8817 0.7092 1.0891 0.1 0.9 1.5
O 1.8776 0.2589 0.7514 0.7 -0.7 0.3
Zn 0.4480 -0.2624 1.9463 -0.4 1.1 -0.6
```
Positions in Å, forces in eV/Å.

Properties
molar mass	231.450	g mol⁻¹
total charge	+1
orbital gap (spin up / spin down)	8.0 / 6.2	eV
largest force on an atom	4.51	eV Å⁻¹
E_HOMO (spin up / spin down)	-14.14 / -14.14	eV
spin multiplicity	2
⟨S²⟩	0.7544

Atomic partial charges in e from the Mulliken method, atoms 1 to 8: H -0.3152; O -0.2479; O -0.2021; C 0.8920; F -0.2736; C 1.0370; C 0.7881; C -0.5884